1.
Entry from the Open Molecules 2025 dataset: C20H27IrN6S3 as an isolated structure in a non-equilibrium geometry (the ωB97M-V functional and the def2-TZVPD basis).

Structure (XYZ):
```
57
Properties=species:S:1:pos:R:3:forces:R:3:lowdin_charge:R:1
H 2.1952 -1.4233 -3.2097 -0.05 0.03 0.00 0.1476
H -3.1815 -2.4331 -3.0548 0.01 0.00 -0.02 0.1333
H 5.4242 0.1616 -3.3959 0.00 0.02 -0.03 0.1187
N 3.9117 -0.7468 -2.2306 -0.05 0.01 0.01 -0.1772
H 4.1073 3.3303 2.1387 0.00 -0.03 0.01 0.0502
C 3.2248 3.5785 2.7213 -0.09 -0.04 0.04 -0.3613
C 4.4055 -0.1655 -0.9442 -0.06 -0.01 -0.13 0.0341
N -4.1938 -0.3114 2.8404 -0.15 -0.02 0.12 0.0553
C 1.0861 -1.4163 -0.1167 0.66 0.54 -1.14 -0.3007
N -0.2799 2.0563 -0.5323 0.49 0.12 -0.67 -0.2408
H -1.4091 3.1461 -1.8746 0.04 0.03 0.08 0.1646
C 2.0556 -4.0159 -0.0383 -0.04 0.10 0.02 -0.0237
H -4.1276 2.6494 3.8824 0.01 0.00 0.02 0.1614
C -2.6604 0.9136 -3.0387 -0.09 -0.18 -0.01 0.0430
C 1.2098 -3.5629 0.9655 -0.02 -0.10 -0.04 -0.0309
C -3.6677 0.8960 2.9096 0.51 0.01 -0.33 -0.7660
C 1.9560 -1.8392 -1.1101 -0.05 -0.25 -0.07 -0.2515
C -3.1679 -0.3199 -3.4538 0.02 0.14 -0.02 0.0143
H -3.8311 -0.3753 -4.3066 -0.02 0.00 0.02 0.1382
H 1.9648 0.0299 -2.2187 -0.05 -0.03 0.08 0.1234
N 0.3921 3.1762 -0.0807 -0.25 -0.69 -0.02 -0.0331
H 0.0900 -1.9196 1.7505 -0.03 0.03 0.09 0.1085
H 4.3485 -1.6642 -2.3385 0.01 -0.01 0.04 0.1771
N -1.4375 -0.1931 -1.2896 0.10 -0.12 -0.39 -0.0739
Ir -0.0047 0.2596 0.1875 -1.69 -0.87 1.45 1.0058
S 1.3668 1.2559 1.5891 0.54 0.56 0.37 0.6306
S -2.2189 1.4588 2.1162 -0.02 0.12 -0.04 0.7620
C -1.8011 0.9352 -1.9609 0.35 0.43 0.26 -0.2428
N -4.3680 1.6898 3.6916 -0.14 -0.10 0.04 0.0574
H -3.8042 -1.0654 2.3037 0.00 0.00 0.01 0.1496
H 2.8803 2.7327 3.3092 -0.02 0.01 0.01 0.0196
H -6.2631 -0.6860 3.0577 -0.01 0.00 0.02 0.1309
H -2.9260 1.8298 -3.5485 0.01 0.01 0.01 0.1414
S 1.9322 4.2535 1.6550 0.05 0.14 -0.01 0.9748
H 3.4590 4.3941 3.4034 0.03 0.01 -0.03 0.0564
H 4.0904 -0.8020 -0.1231 0.03 0.01 0.03 0.1052
C 2.4102 -0.9645 -2.2440 0.19 0.11 -0.03 -0.0778
C 0.7299 -2.2588 0.9337 -0.28 0.55 0.01 -0.1234
H 3.9766 0.8294 -0.8451 0.01 0.01 0.03 0.1069
H 0.9242 -4.2148 1.7802 0.02 0.02 0.02 0.1300
H 3.8948 1.0738 -3.2909 0.02 0.01 -0.03 0.1140
C 4.3402 0.0882 -3.4005 -0.04 -0.11 0.09 0.0332
C -5.4091 -0.4250 3.6780 0.06 -0.04 -0.06 -0.0714
H 2.4309 -5.0295 -0.0181 -0.01 -0.01 0.01 0.1307
C 2.4171 -3.1593 -1.0635 0.00 -0.05 0.04 -0.0140
H -1.6121 -2.2312 -1.1242 0.00 -0.04 -0.06 0.1258
H -6.4496 1.4925 4.0045 -0.01 -0.02 0.00 0.1335
C -1.1659 2.1676 -1.4737 -0.12 -0.50 0.00 0.0205
H 3.9973 -0.3894 -4.3146 0.02 0.03 -0.03 0.1153
C -1.9302 -1.3626 -1.6865 -0.05 0.13 0.01 -0.0728
H -5.4361 0.9845 5.3691 -0.02 0.00 0.00 0.1342
H -5.2666 -1.1908 4.4365 -0.02 0.00 0.00 0.1316
C -2.8039 -1.4614 -2.7682 0.02 -0.07 0.10 0.0106
H 5.4897 -0.1076 -0.9898 0.00 0.02 0.03 0.1199
C -5.5280 0.9894 4.2857 0.07 0.08 -0.02 -0.0659
C 1.1711 2.9013 0.9272 0.13 -0.04 0.13 -1.0135
H 3.0618 -3.5392 -1.8510 -0.02 0.02 -0.01 0.1313
```
Forces are in eV/Å.

Computed properties:
Gap between HOMO and LUMO (alpha / beta)   6.095 / 4.925 eV
Total charge   +3
Energy relative to the best compared isomer or geometry (same formula, charge and spin)   111.0 kJ/mol
2S+1   2
Highest occupied orbital energy (alpha / beta)   -16.55 / -16.44 eV
Lowest unoccupied orbital energy (alpha / beta)   -10.45 / -11.52 eV

2.
Entry from the Open Molecules 2025 dataset: an isolated ion of composition C20H27N2O3 and charge +1 in a non-equilibrium geometry (the ωB97M-V functional and the def2-TZVPD basis).

Structure (XYZ):
```
52
Properties=species:S:1:pos:R:3:forces:R:3:lowdin_charge:R:1
C -0.8384 2.9783 1.3668 -0.56 0.68 -0.05 -0.0442
H -3.7148 -3.7028 -1.0868 -0.03 -0.11 0.02 0.1098
H -1.3178 2.5819 2.2630 0.09 -0.06 -0.06 0.1439
H -0.2512 3.8572 1.6403 0.04 -0.13 0.03 0.1504
O -1.9823 1.2319 -0.7288 -0.01 -0.30 -0.05 -0.1071
C 1.9335 1.3905 -0.6874 0.04 0.11 0.24 -0.1383
C 4.1757 -1.0056 1.0431 -0.04 -0.04 -0.04 -0.0298
C -2.4927 -0.0723 -0.8031 -0.05 -0.26 -0.05 -0.2618
H 1.6635 -0.8848 1.7218 -0.12 0.06 -0.01 0.1295
C -3.6593 -4.1296 1.4480 -0.09 -0.30 0.01 -0.0666
C -2.7577 -0.6107 -2.0519 0.07 0.25 0.02 -0.0084
O -3.2097 -2.7895 1.4430 0.10 0.34 -0.03 -0.0732
C 5.2806 -1.7972 0.7987 -0.06 -0.04 0.03 -0.0742
H -1.9171 4.2923 -1.3817 -0.01 0.00 0.01 0.1219
H -3.6748 -4.4276 2.4944 -0.02 -0.02 -0.10 0.0979
C 1.2920 -0.1446 1.0145 -0.04 0.13 0.17 -0.1260
C 5.7357 -1.9824 -0.4965 0.06 -0.03 -0.10 -0.0844
N 0.0565 1.9481 0.7909 -0.30 -0.22 -0.36 -0.0983
H -3.5852 2.5309 -0.7487 0.06 -0.05 0.08 0.1471
H 0.5819 -0.6516 0.3341 0.03 -0.03 0.06 0.1389
H 1.8755 2.9972 0.7528 -0.12 -0.03 0.04 0.1495
H 2.7922 1.8156 -1.2070 -0.11 0.03 -0.03 0.1388
H -2.6178 -0.0111 -2.9361 0.02 0.09 -0.11 0.1204
C -1.9247 3.3890 0.3588 -0.28 -0.49 0.26 -0.3158
H 5.7946 -2.2637 1.6251 0.05 -0.03 0.08 0.1083
C -2.7977 2.1904 -0.0638 -0.21 0.52 0.11 -0.1053
H -2.4498 -0.4170 1.3276 0.04 0.09 0.13 0.1229
C 3.4985 -0.3926 -0.0094 0.22 -0.16 -0.07 -0.2323
H 6.6014 -2.5970 -0.6856 0.09 -0.05 -0.02 0.1060
H -2.9764 -4.7805 0.8953 -0.03 0.03 0.01 0.0998
C -3.3685 -2.6874 -0.9904 -0.06 -0.24 0.28 -0.0081
H -3.4099 -2.3525 -3.0936 -0.02 -0.05 -0.09 0.1162
H 1.2259 1.4582 2.4656 -0.09 0.06 -0.06 0.1496
O -1.2734 3.9782 -0.7369 0.13 0.13 -0.21 -0.0030
H -0.2904 0.5342 2.3201 -0.07 0.14 -0.09 0.1321
C 5.0728 -1.3699 -1.5439 0.11 -0.06 0.01 -0.0748
C -3.1955 -1.9209 -2.1288 0.04 0.16 0.06 -0.0528
H 3.4493 -0.1308 -2.1452 -0.07 0.06 -0.08 0.1039
H -4.6668 -4.2133 1.0325 0.04 0.01 0.00 0.1007
H 3.8453 -0.8485 2.0592 -0.02 0.06 0.11 0.1100
N 2.3969 0.4383 0.2922 -0.10 0.20 0.03 -0.1117
H 1.2548 0.9400 -1.4330 0.07 0.02 -0.04 0.1419
H 5.4170 -1.5080 -2.5575 0.03 -0.01 -0.09 0.1084
H -0.5474 1.4457 0.0848 0.27 0.10 0.32 0.1376
C 1.2005 2.5151 0.0426 0.65 0.22 -0.74 -0.0770
H -3.2793 1.7524 0.8171 0.03 0.03 -0.05 0.1373
H -2.5840 4.1160 0.8587 0.11 -0.20 0.03 0.1638
C 0.5501 0.9581 1.7686 0.27 -0.79 0.32 -0.0812
C 3.9580 -0.5834 -1.3079 -0.18 0.10 0.06 -0.0282
H 0.8197 3.2521 -0.6644 -0.02 -0.11 0.16 0.1295
C -3.0955 -2.1436 0.2633 0.05 0.15 -0.16 -0.2688
C -2.6515 -0.8221 0.3472 0.00 0.06 0.01 0.0548
```
Forces are in eV/Å.

Computed properties:
Gap between HOMO and LUMO   8.626 eV
Total charge   +1
Energy relative to the best compared isomer or geometry (same formula, charge and spin)   7.2 kJ/mol
Highest occupied orbital energy   -10.78 eV
Lowest unoccupied orbital energy   -2.15 eV

3.
Entry from the Open Molecules 2025 dataset: one molecule with the formula C20H27N3O4 (the ωB97M-V functional and the def2-TZVPD basis).

Structure (XYZ):
```
54
Properties=species:S:1:pos:R:3:forces:R:3:lowdin_charge:R:1
N -2.6942 -3.0072 -1.1898 0.04 -0.26 -0.03 0.1491
C -4.8686 -0.2017 -2.1214 -0.02 -0.41 -0.01 -0.0870
H 1.7409 4.7952 3.3011 0.01 0.08 0.12 0.0754
C -2.3789 -0.7876 -1.0575 -0.13 -0.10 -0.06 -0.0100
O 0.3364 -3.7984 0.5635 -0.18 -0.04 -0.19 0.1250
H 1.0358 1.8163 2.9873 -0.07 -0.02 0.06 0.1228
H -0.7948 -7.0815 -0.6895 0.02 0.05 0.02 0.0919
H -3.0278 3.1744 -0.5044 0.03 -0.02 -0.04 0.1000
H 4.4962 -0.4745 0.0838 0.08 0.05 0.05 0.0754
C 1.2745 2.8525 0.4660 0.44 -0.02 -0.06 -0.1594
C -0.3299 -6.2211 -0.2145 0.30 -0.22 0.22 -0.0514
C -2.7478 0.5625 -1.2236 -0.23 -0.14 -0.12 -0.2098
C 1.9690 3.3069 1.7492 -0.38 -0.01 0.13 -0.3926
H 2.4309 -1.4295 1.1170 -0.05 0.08 -0.07 0.1573
C 2.7307 0.9298 2.0156 -0.17 0.01 0.33 -0.1823
H 2.5967 2.3788 3.6020 -0.01 0.02 0.07 0.1166
H 0.2485 2.5646 0.7002 -0.13 0.01 -0.01 0.1040
H -5.2139 -2.3158 -2.2574 -0.10 -0.07 -0.04 0.1059
C 2.0462 2.1116 2.6981 0.38 0.03 -0.20 -0.1529
H 0.7086 -6.1183 -0.5350 -0.09 -0.05 0.03 0.0995
C -3.9944 0.8286 -1.7575 0.29 0.48 0.12 -0.0361
C 1.9963 1.6502 -0.1368 -0.24 0.18 -0.06 -0.1780
C 1.1957 -1.3110 -0.5571 0.14 0.32 0.15 -0.4391
C 3.6565 -0.7975 -0.5274 -0.30 -0.02 0.18 -0.0306
N -0.0234 -0.8656 -0.1433 -0.22 0.21 0.18 0.1667
C -3.2818 -1.8116 -1.4393 0.18 0.56 0.12 -0.1891
H 3.0225 1.9504 -0.4101 -0.04 -0.07 -0.05 0.1277
H 1.1951 5.3262 1.7095 -0.04 0.13 -0.04 0.0750
C -1.4456 -2.8008 -0.6463 0.11 0.77 0.10 -0.0786
C -4.5369 -1.5261 -1.9729 -0.26 0.09 -0.11 -0.0273
H 1.2539 3.6667 -0.2614 -0.06 0.05 -0.03 0.1184
H 3.8201 -1.8231 -0.8437 0.06 -0.04 -0.06 0.0818
H 2.7460 0.0725 2.6931 0.06 0.01 -0.05 0.1249
C -0.6139 -3.8968 -0.1738 0.21 -0.28 0.33 -0.4272
H 1.4812 1.3195 -1.0420 0.06 0.02 -0.05 0.1295
H 3.5978 -0.1754 -1.4168 0.05 0.03 -0.10 0.0790
C 1.2350 4.4796 2.3915 0.25 -0.16 -0.14 -0.0730
H 2.9892 3.6239 1.5021 0.02 -0.04 -0.02 0.1420
H -1.2868 3.4289 -0.7781 -0.07 -0.01 -0.01 0.0748
H -0.0314 -0.0501 0.4564 0.08 -0.16 0.01 0.1402
O 1.3562 -2.1068 -1.4531 0.18 -0.16 -0.11 0.0948
N 1.9899 0.5614 0.8240 0.10 -0.03 0.05 -0.1567
C 2.3496 -0.7341 0.2698 0.29 -0.21 -0.21 -0.2709
H 0.2162 4.1958 2.6471 -0.15 -0.02 0.04 0.0794
O -1.8413 1.5047 -0.8418 0.06 -0.45 0.03 -0.0793
O -1.0804 -5.0884 -0.6199 -0.24 0.37 -0.21 -0.0436
H -3.0750 -3.9179 -1.3807 0.02 0.07 0.01 0.1638
H -4.3234 1.8443 -1.9064 0.03 0.11 0.01 0.0970
C -2.1578 2.8548 -1.0873 -0.08 0.27 -0.04 -0.0785
H -2.3476 3.0333 -2.1500 -0.01 -0.03 0.04 0.1005
C -1.2122 -1.4379 -0.5631 -0.11 -0.91 -0.13 -0.0897
H -5.8306 0.0658 -2.5321 -0.08 0.00 -0.03 0.1028
H -0.3527 -6.3233 0.8729 0.01 -0.03 -0.10 0.0967
H 3.7755 1.2031 1.7839 -0.02 -0.06 0.00 0.1251
```
Forces are in eV/Å.

Computed properties:
Gap between HOMO and LUMO   8.312 eV
Energy relative to the best compared isomer or geometry (same formula, charge and spin)   158.6 kJ/mol
Highest occupied orbital energy   -7.56 eV
Lowest unoccupied orbital energy   0.75 eV

4.
Entry from the Open Molecules 2025 dataset: one molecule with the formula C20H27N3O4 in a non-equilibrium geometry (the ωB97M-V functional and the def2-TZVPD basis).

Structure (XYZ):
```
54
Properties=species:S:1:pos:R:3:forces:R:3:lowdin_charge:R:1
C 3.9158 -1.5129 -0.2773 -0.39 0.37 0.00 -0.1940
C 5.2893 2.3869 0.6974 0.02 0.46 -0.02 -0.1865
H 4.3989 2.9222 1.0351 0.26 -0.14 0.04 0.1193
H -5.6738 1.0509 -0.9947 0.03 0.11 0.02 0.1038
N -0.5513 0.1578 -0.7744 0.51 -0.89 -0.14 0.1034
C -7.8837 -0.7714 0.9669 -0.13 -0.01 -0.29 -0.2775
H -7.8617 -0.0392 1.7774 0.08 0.00 0.07 0.1102
H -7.2825 -0.8832 -1.0961 -0.05 -0.01 -0.10 0.1138
C 7.9952 -0.8837 0.5172 -0.11 0.00 -0.02 -0.0660
H 8.2447 -2.9886 0.1715 0.05 -0.08 -0.01 0.1040
H -3.4805 1.5546 -1.1779 0.11 -0.01 -0.09 0.1167
C 5.7552 0.0008 0.3155 0.06 -0.68 -0.11 -0.1258
C 7.1229 0.1802 0.5691 0.06 0.13 0.05 -0.0132
C 6.2152 -2.3662 -0.0482 -0.07 0.12 0.01 -0.0015
C -2.8794 0.6792 -0.9363 0.02 0.10 0.32 -0.1131
O 1.1910 -1.8324 -0.8079 0.00 -0.26 -0.05 0.0249
H 5.8300 -3.3434 -0.2928 -0.01 -0.09 -0.02 0.1198
H 5.1087 3.1927 -1.2873 -0.06 0.02 -0.08 0.0809
C -4.8350 -0.6058 0.0877 0.05 0.32 0.17 -0.2158
H -9.3568 -1.9884 -0.0411 -0.06 -0.08 -0.08 0.0709
H -5.9205 1.1288 0.7496 0.03 0.11 0.02 0.1175
C 1.6233 -0.6924 -0.5346 -0.24 0.40 0.03 -0.3709
C -5.9140 0.4566 -0.1114 -0.06 -0.31 -0.19 -0.2189
O 3.5291 -2.7406 -0.5650 -0.03 0.05 0.00 0.1108
H 6.7179 2.5596 -0.9294 0.09 0.00 -0.06 0.0677
H -9.9592 -0.4151 0.4799 -0.11 0.06 -0.04 0.0698
H -9.7083 -1.6992 1.6635 -0.12 -0.06 0.04 0.0665
C 3.5071 0.8892 0.0832 0.14 -0.19 0.03 -0.3456
H -5.0863 -1.2122 0.9593 -0.02 -0.10 -0.03 0.1046
C -3.4412 -0.0167 0.3092 -0.16 -0.19 -0.18 -0.1980
O -1.1566 2.2869 -0.3770 0.12 0.32 0.15 0.0790
C 5.8705 3.1029 -0.5173 -0.08 -0.13 0.20 -0.0573
H -7.9865 0.6606 -0.6204 -0.06 -0.03 -0.07 0.1106
H 7.5163 1.1540 0.8061 -0.02 0.11 0.00 0.1009
H -7.2683 -1.6207 1.2683 0.05 0.02 0.09 0.0988
H -2.7639 -0.8231 0.6025 0.03 0.05 0.06 0.1101
H 1.1189 1.2966 -0.2706 -0.03 -0.24 -0.06 0.1319
N 4.8549 1.0361 0.3686 -0.15 0.22 0.11 0.0305
O 2.7764 1.8779 0.1240 -0.12 0.15 -0.05 0.0419
C 3.0420 -0.4410 -0.2387 0.02 -0.37 -0.07 0.0285
C -1.4654 1.1528 -0.6698 -0.12 -0.16 -0.25 -0.4880
C 7.5484 -2.1657 0.2089 0.03 -0.10 -0.01 -0.0763
H 6.1952 4.1003 -0.2340 0.06 0.12 -0.02 0.0774
H -3.4761 0.7015 1.1305 0.06 0.00 0.07 0.1232
H -2.8917 -0.0084 -1.7837 -0.03 -0.02 -0.06 0.1223
N 0.7930 0.3517 -0.5048 -0.33 0.48 0.08 0.1259
H 6.0039 2.3448 1.5209 -0.08 -0.04 -0.03 0.1170
C -7.3114 -0.1364 -0.2989 0.15 0.14 0.31 -0.2313
H 2.5335 -2.6990 -0.7297 0.16 0.13 0.05 0.0922
H -0.7667 -0.8108 -0.9829 -0.03 0.27 0.04 0.1486
H 9.0429 -0.7152 0.7174 0.08 0.04 0.02 0.1080
C 5.3106 -1.2986 -0.0004 0.21 -0.01 0.02 -0.0695
H -4.8145 -1.2672 -0.7821 -0.02 -0.11 -0.02 0.1171
C -9.3156 -1.2481 0.7551 0.20 0.02 0.15 -0.1193
```
Forces are in eV/Å.

Computed properties:
Gap between HOMO and LUMO   8.554 eV
Energy relative to the best compared isomer or geometry (same formula, charge and spin)   74.0 kJ/mol
Highest occupied orbital energy   -8.63 eV
Lowest unoccupied orbital energy   -0.08 eV

Result set for electronic energy: -65436.5284 -30294.3045 -33839.7066 -33840.5840 eV, one per record in the order listed.